Arrangement i

9
Properties=species:S:1:pos:R:3:nbo_charge:R:1 method="wB97M-V/def2-TZVPD" smiles=NCN e_homo_ev=-8.545
N -0.090 1.159 0.486 -0.838
C 0.452 -0.053 0.002 -0.033
N -0.409 -1.136 -0.309 -0.852
H -0.843 1.431 -0.022 0.341
H 0.460 1.938 0.313 0.349
H 1.220 -0.355 0.729 0.181
H 0.778 0.327 -1.071 0.109
H -0.146 -2.005 0.084 0.374
H -0.684 -1.176 -1.281 0.369


Arrangement ii

9
Properties=species:S:1:pos:R:3:nbo_charge:R:1 method="wB97M-V/def2-TZVPD" smiles="C=N.N" e_homo_ev=-9.955
C -1.399 0.675 0.865 -0.048
N -2.348 1.431 0.416 -0.598
H -0.496 0.442 0.334 0.176
H -1.533 0.254 1.812 0.139
H -3.130 1.523 1.088 0.330
N 1.931 -1.142 -1.020 -1.065
H 2.059 -1.162 -2.063 0.357
H 2.259 -0.226 -0.688 0.356
H 2.655 -1.794 -0.744 0.352


Compare the structures above. Which one is the least stable? arrangement i is.